1.
Formula: C5H12N
Source: the Open Molecules 2025 dataset
Level of theory: ωB97M-V with the def2-TZVPD basis set

Last column: Löwdin charge in e.
Element x y z (Å)
N  4.15  1.69  0.40  0.52
C  -1.80  -0.59  0.72  -0.13
C  -1.40  0.26  -1.62  -0.04
C  0.58  -0.18  0.48  0.30
C  -2.11  -0.78  -0.78  -0.19
C  -0.37  -0.95  0.96  -0.04
H  -1.27  0.00  -2.67  0.11
H  -1.94  0.47  0.95  0.14
H  4.88  1.31  -0.23  0.17
H  4.50  1.93  1.34  0.17
H  1.43  0.10  1.09  0.10
H  3.29  1.13  0.40  0.12
H  -2.44  -1.17  1.38  0.14
H  -1.88  1.24  -1.57  0.11
H  -1.79  -1.78  -1.07  0.13
H  -0.37  0.34  -1.14  0.06
H  -3.19  -0.74  -0.95  0.15
H  -0.14  -1.85  1.53  0.19

Lowest unoccupied orbital energy (spin up / spin down) = -11.0 / -13.6 eV
Multiplicity = 2
<S²> = 0.753
HOMO energy (spin up / spin down) = -19.06 / -19.06 eV
HOMO-LUMO gap (spin up / spin down) = 8.1 / 5.5 eV
Charge = +2



2.
Formula: C5H12N
Source: the Open Molecules 2025 dataset
Level of theory: ωB97M-V with the def2-TZVPD basis set

Last column: Löwdin charge in e.
Element x y z (Å)
N  1.62  0.30  0.16  0.30
C  -2.04  -0.14  -1.00  -0.14
C  -2.98  1.07  -1.37  -0.05
C  3.32  -1.26  2.68  0.21
C  -0.59  0.21  -1.02  0.20
C  0.34  -0.08  0.02  -0.08
H  4.15  -1.37  3.38  0.15
H  -2.34  -0.28  0.02  0.12
H  -0.45  0.80  -1.91  0.16
H  3.52  -0.27  2.29  0.16
H  -4.05  0.85  -1.50  0.11
H  -2.74  1.54  -2.31  0.08
H  3.18  -2.07  1.90  0.12
H  -2.32  -1.03  -1.63  0.20
H  0.04  -0.70  0.91  0.16
H  1.78  0.73  -0.79  0.13
H  -3.00  1.97  -0.70  0.11
H  2.53  -1.03  3.35  0.08

Lowest unoccupied orbital energy (spin up / spin down) = -12.5 / -16.1 eV
Multiplicity = 2
<S²> = 0.761
HOMO energy (spin up / spin down) = -19.95 / -19.95 eV
HOMO-LUMO gap (spin up / spin down) = 7.5 / 3.8 eV
Charge = +2



Short version: 2 is the least stable of them.



1.
Formula: C4H6NP
Source: the Open Molecules 2025 dataset
Level of theory: ωB97M-V with the def2-TZVPD basis set

Last column: Löwdin charge in e.
Element x y z (Å)
P  -1.97  3.56  -1.04  0.55
N  -0.68  0.91  -0.28  0.01
C  1.19  0.08  0.93  -0.06
C  -0.01  -0.24  0.19  -0.29
C  -1.22  2.06  -0.59  -0.69
C  -0.38  -1.48  -0.54  -0.06
H  -1.41  -1.42  -0.91  0.08
H  -0.23  -2.44  0.05  0.10
H  1.06  0.92  1.60  0.09
H  0.25  -1.52  -1.48  0.11
H  1.30  -0.68  1.66  0.07
H  2.09  0.26  0.43  0.07

Lowest unoccupied orbital energy (spin up / spin down) = -1.1 / -1.2 eV
HOMO energy (spin up / spin down) = -7.46 / -7.38 eV
HOMO-LUMO gap (spin up / spin down) = 6.4 / 6.2 eV
Charge = 0
Structure (SMILES) = CC(C)=NC#P



2.
Formula: C4H6NP
Source: the Open Molecules 2025 dataset
Level of theory: ωB97M-V with the def2-TZVPD basis set

Last column: Löwdin charge in e.
Element x y z (Å)
P  1.96  0.14  -0.08  0.95
N  -1.10  -0.81  0.00  0.02
C  0.43  1.14  0.31  -0.44
C  -0.15  -1.63  0.14  -0.28
C  -0.81  0.55  -0.36  -0.32
C  1.25  -1.39  -0.06  -0.41
H  -1.69  1.15  -0.10  0.10
H  0.30  1.15  1.40  0.07
H  1.89  -2.25  -0.22  0.03
H  -0.69  0.59  -1.45  0.12
H  -0.44  -2.65  0.39  0.10
H  0.58  2.17  -0.01  0.06

Lowest unoccupied orbital energy = -0.5 eV
HOMO energy = -9.18 eV
HOMO-LUMO gap = 8.7 eV
Charge = 0
Structure (SMILES) = C1=NCCP=C1



Short version: 1 is the least stable of them.